[1]
Below is 3 unconnected molecules or ions with the total composition C3H6S2, with properties calculated with the ωB97M-V functional and the def2-TZVPD basis.

## Properties
Molar mass ... 106.215 u
Energy above the lowest of the compared OMol25 structures with the same formula, charge and spin ... 160.6 kcal per mole
Charge ... 0
Energy ... -24871.74200 eV
Lowest unoccupied orbital energy ... -0.66 eV

Each line ends with the Mulliken charge.
CARTESIAN COORDINATES (ANGSTROEM)
C (-2.665051, 0.591197, 0.230295)  -0.616
C (-0.090758, 0.579654, -0.245098)  -0.272
C (1.112243, -0.160103, 0.284117)  -0.370
H (-3.122658, 0.118040, 1.608976)  0.227
H (-3.547756, 0.424911, -1.090733)  0.209
H (-2.253892, 1.826449, 0.193346)  0.253
H (0.347145, 0.931285, -1.250755)  0.277
H (-0.253905, 1.636800, 0.455457)  0.252
H (0.662404, -0.803173, 1.109495)  0.247
S (-1.610741, -0.652185, -0.147903)  -0.015
S (2.737620, 0.014760, -0.017201)  -0.191

Forces on atoms 1 to 3 (eV/Å):
-4.4535 2.7134 0.3442
1.6419 1.5116 -0.2646
0.4017 -0.1794 2.0233

=====

[2]
Below is 2 unconnected molecules or ions with the total composition C3H10N3S, with properties calculated with the ωB97M-V functional and the def2-TZVPD basis.

## Properties
Molar mass ... 120.201 u
Energy above the lowest of the compared OMol25 structures with the same formula, charge and spin ... 24.3 kcal per mole
Charge ... -1
Energy ... -18579.48773 eV
Lowest unoccupied orbital energy ... 4.05 eV

Each line ends with the Mulliken charge.
CARTESIAN COORDINATES (ANGSTROEM)
N (1.425741, -2.748914, 0.519301)  -0.487
C (0.437103, -1.790374, 0.868374)  0.457
N (-0.701095, -2.114861, 1.316238)  -0.772
H (1.173266, -3.656049, 0.848551)  0.260
H (2.403145, -2.505323, 0.606168)  0.226
H (0.753376, -0.755848, 0.589375)  0.001
H (-1.124083, -1.238162, 1.627423)  0.313
C (-0.301297, 1.779155, -1.221993)  -0.310
C (-1.420124, 1.001797, -0.513355)  -0.784
S (-1.419647, 1.158346, 1.275942)  -0.695
N (0.972336, 1.474711, -0.582002)  -0.598
H (-0.585411, 2.871886, -1.138561)  0.200
H (-0.213983, 1.577929, -2.323222)  0.278
H (-1.395465, -0.027575, -0.839224)  0.280
H (-2.385485, 1.425684, -0.823957)  0.310
H (0.763366, 1.317918, 0.410895)  0.119
H (1.618263, 2.229673, -0.619959)  0.202

Forces on atoms 1 to 3 (eV/Å):
-0.8594 0.6728 -0.1841
1.0956 0.0753 -0.7005
0.9515 -0.2483 0.4675

=====

[3]
Below is C3H6N2O in the gas phase, with properties calculated with the ωB97M-V functional and the def2-TZVPD basis.

## Properties
Molar mass ... 86.094 u
Energy above the lowest of the compared OMol25 structures with the same formula, charge and spin ... 107.4 kcal per mole
Charge ... 0
Energy ... -8232.04154 eV
Lowest unoccupied orbital energy ... 0.07 eV

Each line ends with the Mulliken charge.
CARTESIAN COORDINATES (ANGSTROEM)
H (-0.642211, 2.758083, 0.405300)  0.233
N (-0.205632, 1.931308, 0.188252)  -0.546
C (-0.585427, 0.875913, 0.817592)  -0.041
C (0.056123, -0.540868, 0.772769)  -0.818
C (0.798167, -0.640498, -0.651065)  -0.336
N (-0.343233, -0.795814, -1.586416)  0.035
O (-0.415917, -1.794454, -2.279141)  -0.348
H (-1.433577, 0.901379, 1.499253)  0.379
H (-0.849620, -1.094982, 0.662161)  0.331
H (0.681776, -0.595295, 1.568320)  0.466
H (1.250338, 0.325724, -0.830458)  0.323
H (1.689213, -1.330496, -0.566567)  0.322

Forces on atoms 1 to 3 (eV/Å):
-1.8193 2.0876 0.7655
1.8525 -4.4520 -0.0218
0.4887 1.5698 -0.1637

=====

[4]
Below is 12 unconnected molecules or ions with the total composition C20H40N4O28, with properties calculated with the ωB97M-V functional and the def2-TZVPD basis.

## Properties
Molar mass ... 784.540 u
Energy above the lowest of the compared OMol25 structures with the same formula, charge and spin ... 0.0 kcal per mole
Charge ... -4
Energy ... -84675.86231 eV
Lowest unoccupied orbital energy ... 5.24 eV

Each line ends with the Mulliken charge.
CARTESIAN COORDINATES (ANGSTROEM)
C (2.731616, -1.180658, -1.828831)  0.276
C (2.210672, -1.736652, -3.109225)  0.241
O (1.580946, -2.725489, -3.212674)  -0.399
N (2.854700, -1.064220, -4.316150)  -0.021
H (2.400280, -0.133985, -4.359740)  0.310
H (3.842357, -0.902100, -4.143314)  0.404
C (2.444135, -1.749439, -5.578970)  -0.849
H (2.443086, -1.732464, -0.934217)  -0.669
H (2.539024, -0.123622, -1.638826)  0.010
H (3.821128, -1.294965, -1.907649)  0.608
H (2.686134, -2.800921, -5.446264)  0.341
H (2.937159, -1.256154, -6.413058)  0.343
H (1.363776, -1.673871, -5.676107)  0.348
C (6.135476, 3.162306, -1.130385)  -0.990
C (5.209458, 3.771180, -0.110106)  0.762
O (5.532638, 4.711540, 0.556400)  -0.541
N (4.023296, 3.004354, 0.338719)  0.879
H (4.437908, 2.069717, 0.560715)  -0.090
H (3.537172, 3.431323, 1.158799)  0.291
C (2.982818, 2.974379, -0.747518)  -0.865
H (5.689152, 3.133470, -2.126869)  0.266
H (6.306512, 2.148365, -0.758335)  0.276
H (6.957983, 3.867577, -1.204588)  0.332
H (2.705853, 3.976711, -1.059706)  0.268
H (2.107604, 2.575616, -0.230661)  -0.091
H (3.262638, 2.249122, -1.506105)  0.545
C (-6.156708, 1.141510, 1.530293)  -0.686
C (-6.144329, 0.007914, 2.543945)  0.495
O (-5.961826, 0.147861, 3.696575)  -0.413
N (-6.253434, -1.446538, 2.001878)  -0.180
H (-7.202014, -1.701192, 2.265887)  0.328
H (-6.102209, -1.426932, 0.994638)  0.438
C (-5.316865, -2.508499, 2.624047)  -0.702
H (-7.118911, 1.639590, 1.641206)  0.367
H (-6.002545, 0.822638, 0.498372)  0.409
H (-5.301943, 1.795386, 1.720228)  0.036
H (-5.407929, -2.489963, 3.703027)  0.307
H (-4.341611, -2.217532, 2.231799)  0.247
H (-5.609608, -3.418365, 2.105388)  0.364
C (-1.457164, -1.663716, -0.235120)  -0.019
C (-1.770343, -0.540203, 0.665345)  -0.008
O (-2.858713, -0.339484, 1.118953)  -0.607
N (-0.778777, 0.527459, 0.774698)  1.112
H (-0.542961, 0.904611, -0.152682)  0.391
H (-1.143585, 1.291170, 1.364798)  0.176
C (0.492135, 0.034655, 1.548971)  -0.447
H (-0.761115, -2.331154, 0.251874)  0.005
H (-1.043674, -1.377511, -1.201962)  0.199
H (-2.345879, -2.267207, -0.406140)  0.042
H (0.166755, -0.216799, 2.557483)  0.372
H (1.156023, 0.892371, 1.526328)  0.217
H (0.855324, -0.811115, 0.971114)  0.105
O (-0.306838, 2.786682, -3.248903)  -0.535
C (0.477488, 1.764169, -2.770610)  0.498
O (0.135780, 1.161232, -1.753526)  -0.643
O (1.615388, 1.703917, -3.363467)  -0.874
H (0.262468, 2.974821, -4.013258)  0.321
O (0.633430, 3.395747, 1.544628)  -0.105
C (1.232661, 4.209513, 2.457158)  0.678
O (2.474316, 4.482422, 2.353119)  -0.922
O (0.553144, 4.658424, 3.402834)  -0.784
H (-0.315889, 3.381417, 1.820584)  0.224
O (1.127363, -3.566502, -0.197980)  -0.235
C (2.158617, -4.052980, 0.526188)  0.698
O (1.804600, -4.846743, 1.452890)  -0.821
O (3.305995, -3.616219, 0.349221)  -0.832
H (0.357963, -3.997635, 0.233210)  0.176
O (-3.790871, -4.467491, -0.495620)  -0.460
C (-2.539713, -5.079440, -0.484488)  0.718
O (-1.707016, -4.729076, 0.379805)  -0.733
O (-2.272236, -5.898968, -1.404790)  -0.761
H (-4.134178, -4.914347, -1.287893)  0.227
O (-4.369728, -2.588413, -2.799662)  -0.452
C (-3.647722, -2.357800, -3.965879)  0.632
O (-4.101096, -1.586318, -4.853979)  -0.807
O (-2.565501, -2.975790, -4.101169)  -0.725
H (-3.766747, -3.297896, -2.501446)  0.358
O (-3.666481, 3.442414, 0.492477)  -0.443
C (-3.219726, 3.285082, 1.784320)  0.230
O (-3.886419, 3.858706, 2.679544)  -0.750
O (-2.118177, 2.721822, 2.029353)  -0.764
H (-4.425777, 4.014098, 0.674647)  0.345
O (1.277867, 2.312706, 5.814183)  -0.494
C (0.969967, 0.968131, 5.626866)  0.671
O (-0.038976, 0.699035, 4.932652)  -0.732
O (1.706018, 0.156059, 6.230277)  -0.787
H (0.557090, 2.707971, 5.293412)  0.325
O (3.840978, -0.855174, 1.167555)  -0.093
C (5.138164, -0.504773, 1.209383)  0.512
O (5.476193, 0.717302, 1.367723)  -0.890
O (5.995662, -1.409769, 1.027729)  -0.774
H (3.980326, -1.806409, 0.876637)  0.270

Forces on atoms 1 to 3 (eV/Å):
0.5602 0.6583 0.2123
0.3086 -0.9462 3.3655
-0.1806 0.3553 -1.5045

=====

[5]
Below is a molecular structure, C2H2AgO2, with properties calculated with the ωB97M-V functional and the def2-TZVPD basis.

## Properties
Molar mass ... 165.904 u
Multiplicity ... 3
Energy above the lowest of the compared OMol25 structures with the same formula, charge and spin ... 0.0 kcal per mole
Charge ... +1
Energy ... -10188.63837 eV
Lowest unoccupied orbital energy (alpha / beta) ... -6.07 / -8.87 eV

Each line ends with the Mulliken charge.
CARTESIAN COORDINATES (ANGSTROEM)
O (1.206606, -0.866366, -0.274494)  -0.499
C (0.683312, 0.013998, 0.489760)  0.200
C (-0.624636, 0.494173, 0.190864)  0.171
O (-1.193809, 0.100317, -0.886665)  -0.509
Ag (0.033243, -1.118615, -1.860870)  0.911
H (-1.074556, 1.299294, 0.783896)  0.378
H (0.969839, 0.077199, 1.557508)  0.347

Forces on atoms 1 to 3 (eV/Å):
1.1443 -0.1382 0.3102
-2.3058 0.0028 1.8247
1.5013 0.7413 0.2711

=====

[6]
Below is 2 unconnected molecules or ions with the total composition C4H11NO, with properties calculated with the ωB97M-V functional and the def2-TZVPD basis.

## Properties
Molar mass ... 89.138 u
Energy above the lowest of the compared OMol25 structures with the same formula, charge and spin ... 39.2 kcal per mole
Charge ... 0
Energy ... -7862.85256 eV
Lowest unoccupied orbital energy ... 0.78 eV

Each line ends with the Mulliken charge.
CARTESIAN COORDINATES (ANGSTROEM)
C (-1.441240, -2.215150, 0.723499)  -1.124
C (-0.365486, -1.221560, 0.370179)  0.143
C (-0.173249, -0.127660, 1.080123)  -0.495
C (0.722004, 1.001011, 0.708051)  -0.392
N (0.004635, 2.114992, -0.033368)  -0.712
H (-2.325236, -1.885538, 0.203224)  0.259
H (-1.123979, -3.233835, 0.497488)  0.335
H (-1.621165, -2.176048, 1.797948)  0.308
H (0.105602, -1.389262, -0.587742)  0.347
H (-0.616813, -0.089285, 2.074873)  0.265
H (1.128100, 1.493944, 1.586641)  0.260
H (1.601382, 0.756850, 0.128264)  0.258
H (0.117782, 1.974692, -1.032332)  0.331
H (-0.977380, 1.830537, 0.106357)  0.267
O (1.305102, 0.989353, -2.543575)  -0.663
H (1.934598, 0.487212, -3.060255)  0.293
H (1.725349, 1.689752, -2.019370)  0.322

Forces on atoms 1 to 3 (eV/Å):
1.0929 0.1474 0.6446
-0.7952 -0.4071 -0.2286
0.9205 -0.1923 0.4498